Formula: C49H57BrCdF4O4PSSe
Source: the Open Molecules 2025 dataset
Level of theory: the ωB97M-V functional and the def2-TZVPD basis

Energy = -230859.963 eV
Orbital gap (spin up / spin down) = 0.10096 / 0.10251 Ha
Relative energy (zero: lowest compared OMol25 entry of this formula, charge and spin) = 6.5220 eV
Total charge = -1

Positions of all 119 atoms, in Å:
1 Cd -0.258 -0.597 1.675
2 C -4.019 -2.633 -5.504
3 C -2.723 -3.496 -5.867
4 C -1.711 -2.536 -6.406
5 C -3.145 -4.579 -6.920
6 C -2.203 -4.325 -4.653
7 C -1.243 -3.861 -3.749
8 C -1.324 -4.336 -2.450
9 Se -0.068 -3.749 -0.993
10 C 1.800 -3.327 -1.081
11 C 2.406 -3.077 -2.345
12 C 3.756 -2.971 -2.401
13 C 4.546 -3.351 -1.230
14 C 3.942 -3.413 0.050
15 C 2.499 -3.200 0.189
16 O 1.771 -3.159 1.245
17 C 4.816 -3.127 1.181
18 C 6.320 -3.393 0.970
19 C 4.345 -3.937 2.390
20 C 4.867 -1.610 1.566
21 C 4.368 -2.635 -3.794
22 C 5.436 -3.701 -4.205
23 C 5.087 -1.256 -3.598
24 C 3.276 -2.595 -4.843
25 C -2.726 -4.666 -1.882
26 O -2.881 -4.412 -0.625
27 C -3.617 -5.341 -2.897
28 C -3.134 -5.338 -4.204
29 C -4.884 -6.178 -2.457
30 C -5.249 -5.637 -1.047
31 C -5.976 -5.765 -3.370
32 C -4.401 -7.624 -2.492
33 H -4.651 -2.472 -6.392
34 H -3.791 -1.618 -5.167
35 H -4.605 -3.114 -4.735
36 H -2.042 -2.236 -7.401
37 H -0.732 -2.991 -6.397
38 H -1.671 -1.591 -5.836
39 H -3.234 -4.162 -7.946
40 H -4.134 -5.048 -6.783
41 H -2.370 -5.380 -7.067
42 H -0.289 -3.404 -3.979
43 H 1.797 -2.945 -3.240
44 H 5.659 -3.385 -1.412
45 H 6.469 -4.406 0.607
46 H 6.899 -3.279 1.903
47 H 6.728 -2.629 0.295
48 H 4.667 -4.995 2.531
49 H 3.239 -3.903 2.346
50 H 4.768 -3.508 3.278
51 H 5.472 -1.004 0.899
52 H 5.382 -1.488 2.520
53 H 3.880 -1.226 1.646
54 H 6.216 -3.721 -3.432
55 H 5.916 -3.361 -5.106
56 H 5.044 -4.679 -4.338
57 H 6.023 -1.446 -3.082
58 H 4.425 -0.588 -2.993
59 H 5.345 -0.790 -4.522
60 H 2.614 -3.446 -4.818
61 H 3.763 -2.662 -5.783
62 H 2.693 -1.720 -4.898
63 H -3.832 -5.713 -5.020
64 H -5.525 -4.570 -1.064
65 H -4.394 -5.485 -0.383
66 H -6.116 -6.134 -0.652
67 H -6.374 -4.852 -2.940
68 H -6.824 -6.416 -3.547
69 H -5.548 -5.653 -4.407
70 H -3.658 -7.758 -1.717
71 H -3.971 -7.853 -3.522
72 H -5.250 -8.265 -2.157
73 F 0.542 7.465 8.016
74 C -0.690 6.880 7.890
75 C -1.650 7.089 8.854
76 F -1.368 7.567 10.053
77 C -2.987 7.049 8.522
78 F -4.010 7.653 9.204
79 C -3.426 6.325 7.403
80 P -2.503 4.809 5.325
81 C -3.740 3.601 5.898
82 C -4.590 3.006 4.980
83 C -5.822 2.507 5.484
84 C -6.052 2.602 6.834
85 C -5.047 2.891 7.763
86 C -3.830 3.425 7.290
87 C -3.565 5.548 4.122
88 C -3.490 4.644 2.892
89 C -4.361 4.927 1.865
90 C -5.334 5.923 2.101
91 C -5.374 6.804 3.167
92 C -4.459 6.614 4.197
93 C -2.429 6.018 6.561
94 Br 5.252 -1.042 7.434
95 C -1.158 6.484 6.669
96 F -0.407 6.582 5.532
97 H -4.263 2.997 3.953
98 H -6.601 1.938 4.897
99 H -6.935 2.100 7.311
100 H -5.142 2.779 8.855
101 H -3.062 3.843 7.911
102 H -2.685 3.847 2.833
103 H -4.359 4.388 0.898
104 H -6.186 5.973 1.429
105 H -6.080 7.646 3.123
106 H -4.574 7.199 5.128
107 H 4.582 -0.820 6.293
108 O 0.763 2.389 1.953
109 C 1.009 1.134 2.220
110 C 7.379 9.125 -2.221
111 S 9.144 9.205 -1.413
112 C 9.845 10.784 -2.370
113 O 8.856 9.538 0.056
114 H 6.792 9.384 -1.325
115 H 7.125 8.134 -2.596
116 H 7.376 9.885 -3.055
117 H 10.662 10.391 -2.946
118 H 10.215 11.372 -1.558
119 H 8.977 11.118 -2.981

Force components x, y, z for each atom (eV/Å):
-1.2586 -1.4970 -0.6462
0.5803 -0.3340 -0.3119
-1.2282 -1.2600 0.1862
0.1553 0.7744 -0.0875
0.4860 0.0117 -1.6417
-1.3705 1.0089 0.0919
0.8363 -1.6517 0.5020
-0.1725 1.6705 0.5693
-1.3205 -0.4084 1.8971
-0.8917 0.2543 -3.0611
-1.1344 -0.0197 1.7137
1.4251 -1.4336 -0.5752
-0.9653 1.0200 -0.3961
1.1846 1.9654 -2.8188
-2.1419 -1.6565 0.4219
1.7711 0.4908 -1.6017
2.5821 -0.1225 2.4901
0.0641 -0.0744 -0.1760
-0.7145 -0.7017 0.4380
-0.0843 -0.6069 0.1304
0.5692 -0.2377 1.4381
0.0863 1.6548 1.1215
-1.0688 -0.7195 0.7644
0.8667 -0.6634 -0.3703
2.0372 0.1992 2.6419
0.2786 -0.7232 -4.2271
1.2552 -0.4066 0.2063
-2.1502 1.2824 0.2167
2.1630 1.8146 1.1096
0.2891 0.5734 -0.0118
-0.3933 -0.0406 -2.2859
-0.9038 -0.2781 -0.3494
0.2544 -0.3917 0.1182
0.3581 -0.2664 0.1993
-0.2960 -0.1983 0.1427
0.3902 -0.0868 -0.1902
0.4690 0.0269 -0.4585
0.0858 -0.5654 0.0606
0.0846 0.2765 0.5945
0.4939 0.2107 0.3663
-0.6587 0.5835 0.5204
-0.4184 0.6128 -0.6531
0.0678 -0.0888 0.7133
-1.4625 -0.0228 0.7589
0.3226 -0.1162 -0.2495
-0.5552 -0.1081 -0.1668
0.1071 -0.5136 -0.1314
-0.0843 0.4739 -1.0976
0.8026 -0.1168 0.9028
-0.2379 0.6117 0.6868
-0.2597 -0.0932 -0.6148
-0.2262 -0.2645 0.2051
-0.8817 0.6610 0.1556
-0.1506 -0.2175 -0.1972
0.1936 0.0316 -0.5639
-0.4997 -0.8599 -0.1190
0.0393 0.1862 0.3567
0.6871 -0.3590 -0.5234
0.0139 0.3799 -0.8673
-0.1025 -0.4014 0.0912
0.5299 0.0437 -1.1504
-0.7557 1.2431 0.3787
1.2527 0.1239 1.4231
-0.2547 -0.2126 -0.6915
-0.4890 -1.3498 0.1823
-0.2010 -0.5837 0.4494
-0.1024 0.4241 -0.7133
-0.1163 -0.6271 0.5762
-0.8306 0.3788 0.9724
0.5221 -0.0276 -0.0545
-0.7478 -0.1206 1.4147
0.5175 0.0625 -0.7706
-0.2544 -0.5362 0.2970
1.0336 1.1316 -1.1584
-2.4638 0.9497 0.5797
1.3006 0.5612 1.5281
-1.3164 -1.4263 -2.0928
0.9165 0.1873 1.0467
-0.9617 1.1929 2.4793
0.7539 -1.4108 -1.4178
0.7396 0.4287 0.8575
-1.4357 -0.6531 1.2252
0.2994 -0.5569 -1.3650
-0.6421 -1.9378 2.4626
1.5100 0.8605 -0.0722
-2.0740 -0.3663 -0.9827
-0.1630 -2.0296 -3.4978
0.4691 2.4364 1.2539
-0.4245 -0.1027 0.2992
-0.7745 0.0974 -0.9041
0.3097 -0.3471 -0.7630
0.2668 -0.3208 0.8991
0.2396 -0.7217 -0.8143
1.2366 -0.4198 2.0683
1.8474 0.5127 0.1814
0.4774 -0.0833 0.6223
-0.7245 -0.1880 -0.0036
1.0999 1.0061 0.2865
0.4619 0.7455 -0.8886
-0.4370 0.0073 -0.6773
0.0448 -0.0861 0.3671
-1.0698 1.2269 0.1137
-0.0829 0.2077 0.7702
0.3140 0.2222 -0.4661
0.2053 -0.6310 0.3869
0.5395 -0.3790 -0.5506
-1.2431 0.4176 -2.0789
1.7858 -10.7804 2.0645
-0.4818 12.1594 -1.4917
1.5035 1.1971 0.1326
-0.9769 0.6101 0.6161
-2.0150 -2.1696 0.5311
0.5030 -0.0631 -2.2540
-0.0376 0.0973 -0.6514
0.2952 0.0412 0.1418
-0.4144 -0.8504 1.0411
0.2057 -0.0784 -0.4232
-0.1298 0.8238 0.2699
1.0718 0.3936 0.5971